Here is an isolated molecule of C5H6O2 from the Open Molecules 2025 dataset. Energies are from the ωB97M-V functional and the def2-TZVPD basis.

The frontier orbital gap is 10.6562 eV. As for the spin multiplicity: 1. The SMILES is O=CCC#CCO. The energy above the lowest of the compared OMol25 structures with the same formula, charge and spin is 231.2 kJ/mol. Its HOMO energy is -9.918 eV.

Each line ends with the natural charge from an NBO analysis.
Geometry (Å):
1 O 2.541 0.794 -1.194  -0.69
2 C 2.320 -0.024 -0.065  -0.13
3 C 0.899 -0.202 0.272  -0.03
4 C -0.255 -0.343 0.591  -0.01
5 C -1.701 -0.456 0.781  -0.58
6 C -2.350 0.065 -0.495  0.46
7 O -3.200 0.916 -0.519  -0.50
8 H 2.136 1.654 -1.023  0.47
9 H 2.843 0.357 0.824  0.19
10 H 2.757 -0.996 -0.311  0.21
11 H -2.065 0.126 1.633  0.25
12 H -1.986 -1.506 0.930  0.25
13 H -1.940 -0.384 -1.423  0.12